(1)
106
Properties=species:S:1:pos:R:3 method="wB97M-V/def2-TZVPD" molar_mass_g_mol=723.95 e_lumo_ev=-9.1731 multiplicity=1 e_above_lowest_kj_mol=1084.6 homo_energy_ev=-10.800 charge=+1 orbital_gap_ev=1.63
Be -0.292 4.153 4.765
C 0.773 0.226 -2.080
C 0.889 1.583 -1.296
O 0.628 1.484 0.075
H 1.180 0.146 -3.088
H -0.252 -0.133 -1.988
H 1.294 -0.525 -1.486
H 0.330 2.375 -1.794
H 1.939 1.815 -1.472
N -5.736 3.479 3.954
C -6.182 2.558 3.066
C -7.483 2.283 2.816
C -8.515 2.950 3.570
C -8.082 4.038 4.391
C -6.735 4.219 4.571
H -5.473 1.969 2.503
H -7.722 1.463 2.157
H -9.538 2.626 3.447
H -8.742 4.740 4.879
H -6.362 4.931 5.293
N -7.235 -1.359 -3.653
C -8.555 -1.332 -3.259
C -9.547 -0.509 -3.730
C -9.125 0.475 -4.694
C -7.817 0.402 -5.235
C -6.885 -0.447 -4.644
H -8.694 -2.065 -2.478
H -10.528 -0.567 -3.281
H -9.735 1.280 -5.076
H -7.464 1.171 -5.906
H -5.915 -0.682 -5.056
N 3.880 6.970 3.292
C 4.702 7.230 4.322
C 6.055 7.635 4.083
C 6.504 7.890 2.790
C 5.620 7.680 1.737
C 4.309 7.233 2.000
H 4.406 6.934 5.318
H 6.753 7.737 4.901
H 7.502 8.284 2.664
H 5.911 7.891 0.719
H 3.598 7.273 1.189
N -2.556 -7.760 0.034
C -1.550 -8.440 0.634
C -0.417 -7.771 1.126
C -0.292 -6.394 0.992
C -1.393 -5.681 0.522
C -2.490 -6.385 -0.039
H -1.369 -9.495 0.487
H 0.354 -8.468 1.421
H 0.545 -5.764 1.256
H -1.416 -4.612 0.372
H -3.374 -5.962 -0.493
N -2.044 0.138 7.729
C -2.012 -1.056 7.044
C -2.363 -2.274 7.572
C -2.800 -2.342 8.893
C -2.987 -1.139 9.572
C -2.519 0.056 8.980
H -1.736 -1.105 6.001
H -2.230 -3.088 6.874
H -3.135 -3.288 9.291
H -3.275 -1.254 10.606
H -2.566 0.965 9.560
N 2.105 -5.526 -5.765
C 2.256 -5.011 -7.059
C 1.273 -4.369 -7.788
C 0.103 -4.225 -7.176
C -0.101 -4.707 -5.887
C 0.916 -5.368 -5.202
H 3.242 -5.164 -7.473
H 1.432 -4.182 -8.840
H -0.718 -3.778 -7.718
H -1.095 -4.716 -5.465
H 0.960 -5.776 -4.202
N 4.196 1.241 6.146
C 4.952 0.686 5.091
C 6.062 -0.152 5.224
C 6.412 -0.685 6.506
C 5.579 -0.271 7.517
C 4.573 0.706 7.376
H 4.791 1.265 4.195
H 6.713 -0.311 4.377
H 7.243 -1.365 6.627
H 5.860 -0.606 8.505
H 3.917 0.936 8.202
C 0.701 3.487 -8.068
C 0.364 3.072 -9.424
O -0.684 2.494 -9.685
C 1.537 3.282 -10.422
H 1.604 2.995 -7.706
H -0.206 3.239 -7.516
H 0.780 4.570 -7.966
H 1.921 2.302 -10.704
H 2.307 3.984 -10.102
H 1.124 3.772 -11.303
C 6.744 -0.520 -2.876
C 7.348 -1.826 -2.221
O 8.448 -2.175 -2.487
C 6.471 -2.600 -1.210
H 7.557 -0.156 -3.505
H 6.519 0.167 -2.061
H 5.844 -0.626 -3.482
H 6.265 -3.526 -1.748
H 5.541 -2.055 -1.052
H 7.106 -2.893 -0.374

***

(2)
116
Properties=species:S:1:pos:R:3 method="wB97M-V/def2-TZVPD" molar_mass_g_mol=1289.49 e_lumo_ev="2.9555 / 3.2965" multiplicity=1 homo_energy_ev="-1.198 / -2.299" charge=-2 orbital_gap_ev="4.15 / 5.60"
Rb -0.155 0.327 -1.009
O -0.172 -1.336 -5.704
C -0.392 -0.816 -4.583
N -0.146 -1.308 -3.386
C 0.567 -2.561 -3.461
C 0.878 -3.159 -2.104
C 1.276 -4.497 -2.011
C 1.611 -5.027 -0.779
C 1.551 -4.216 0.348
C 1.145 -2.904 0.174
N 0.809 -2.391 -1.015
C -0.981 0.604 -4.606
C -1.292 1.164 -5.842
C -1.747 2.471 -5.898
C -1.867 3.195 -4.721
C -1.537 2.564 -3.534
N -1.115 1.297 -3.469
H 1.533 -2.420 -3.970
H 0.048 -3.316 -4.068
H 1.302 -5.106 -2.908
H 1.909 -6.067 -0.692
H 1.806 -4.585 1.333
H 1.075 -2.221 1.017
H -1.147 0.550 -6.720
H -1.989 2.928 -6.850
H -2.194 4.226 -4.713
H -1.609 3.099 -2.588
C -3.309 5.527 0.989
C -4.186 4.437 0.381
S -3.419 2.845 -0.002
C -2.724 2.342 1.597
C -1.385 2.952 2.064
S -0.223 3.313 0.724
C 0.412 4.922 1.190
C -0.578 6.102 1.179
S -1.922 6.079 -0.049
H -2.906 5.189 1.941
H -3.942 6.393 1.195
H -4.588 4.769 -0.580
H -5.035 4.263 1.048
H -2.599 1.263 1.491
H -3.486 2.505 2.364
H -0.911 2.240 2.743
H -1.554 3.875 2.616
H 1.209 5.109 0.470
H 0.884 4.859 2.172
H -0.006 7.008 0.978
H -1.054 6.221 2.153
O 1.187 -1.273 7.793
N 0.247 -1.365 6.950
O -0.894 -1.810 7.299
C 0.489 -0.959 5.645
C 1.747 -0.436 5.362
C 2.091 0.017 4.069
C 3.363 0.562 3.766
C 3.633 1.004 2.501
C 2.634 0.903 1.519
N 1.442 0.397 1.767
C 1.168 -0.047 3.008
C -0.150 -0.634 3.268
N -0.979 -0.735 2.209
C -2.173 -1.272 2.385
C -2.627 -1.716 3.620
C -1.794 -1.616 4.712
C -0.502 -1.077 4.571
H 2.462 -0.373 6.167
H 4.103 0.625 4.556
H 4.588 1.445 2.240
H 2.823 1.272 0.515
H -2.801 -1.350 1.504
H -3.622 -2.135 3.715
H -2.104 -1.950 5.686
Se 4.251 3.813 -0.503
Se 2.721 7.229 -0.920
Se 1.659 5.783 -2.292
Se 2.473 3.612 -1.834
C 5.655 -4.630 -0.734
C 4.964 -3.352 -0.291
N 4.584 -2.535 -1.443
C 4.494 -1.176 -1.406
S 3.335 -0.328 -2.234
N 5.406 -0.528 -0.607
C 6.843 -0.801 -0.695
C 7.529 0.170 -1.647
H 5.913 -5.246 0.130
H 6.568 -4.408 -1.292
H 4.999 -5.218 -1.381
H 5.610 -2.768 0.357
H 4.071 -3.594 0.289
H 3.845 -2.928 -2.012
H 5.188 0.462 -0.585
H 6.980 -1.821 -1.047
H 7.283 -0.734 0.303
H 7.118 0.072 -2.653
H 8.604 -0.020 -1.684
H 7.373 1.203 -1.325
C -2.669 -2.570 -1.442
P -3.390 -0.896 -1.209
C -4.027 -0.626 -2.913
C -4.959 -1.320 -0.324
C -5.788 -2.386 -0.680
C -6.952 -2.656 0.028
C -7.308 -1.861 1.113
C -6.500 -0.795 1.476
C -5.338 -0.528 0.758
H -3.375 -3.280 -1.877
H -2.295 -2.960 -0.493
H -1.824 -2.437 -2.122
H -4.709 -1.422 -3.220
H -3.170 -0.608 -3.587
H -4.536 0.337 -2.975
H -5.523 -3.020 -1.519
H -7.581 -3.488 -0.265
H -8.212 -2.075 1.672
H -6.767 -0.171 2.321
H -4.717 0.317 1.033

***

Number 1: E -2292.7092 a.u.. Number 2: E -13897.5580 a.u..